[1]
The following is a quantum chemistry calculation of a molecular structure, C15H18AlN3O4, from the OMol25 dataset.

Each line ends with the Löwdin charge.
Geometry (Å):
Al (1.4303, -0.9316, -0.2309)  0.43
O (-1.7384, 4.4839, 1.9187)  -0.03
C (-0.6019, 4.0875, 2.6383)  -0.19
C (-0.0927, 2.8038, 2.0658)  -0.11
C (1.1102, 2.2311, 2.4776)  0.06
C (1.5379, 1.0631, 1.8918)  -0.01
N (0.8209, 0.4493, 0.9341)  0.07
C (-0.3492, 0.9902, 0.5202)  -0.14
C (-0.8316, 2.1534, 1.0698)  0.10
C (-0.9750, 0.2815, -0.6174)  -0.13
C (-2.2684, 0.5015, -1.0346)  0.10
C (-2.7668, -0.1960, -2.1356)  -0.11
C (-4.1772, 0.0109, -2.5792)  -0.19
O (-4.7738, 0.9799, -1.7643)  -0.03
C (-1.9156, -1.0854, -2.7976)  0.04
C (-0.6412, -1.2688, -2.3281)  -0.04
N (-0.1702, -0.6177, -1.2438)  0.07
H (-2.0333, 5.3496, 2.2179)  0.12
H (-0.8284, 3.9281, 3.7011)  0.15
H (0.2004, 4.8334, 2.5938)  0.15
H (1.7227, 2.6920, 3.2410)  0.15
H (2.4739, 0.5957, 2.1694)  0.14
H (-1.7531, 2.6095, 0.7396)  0.13
H (-2.9165, 1.2023, -0.5296)  0.14
H (-4.6947, -0.9565, -2.5077)  0.15
H (-4.1772, 0.2913, -3.6394)  0.15
H (-5.6101, 1.2696, -2.1423)  0.12
H (-2.2554, -1.6231, -3.6728)  0.15
H (0.0507, -1.9283, -2.8366)  0.13
N (1.4283, -2.9483, -0.2049)  0.07
C (2.5963, -3.5239, 0.5650)  -0.15
C (3.9486, -3.0282, 0.0535)  -0.06
C (4.1341, -1.5430, 0.2841)  -0.50
O (5.0310, -1.0205, 0.8551)  0.19
O (3.0863, -0.8191, -0.2219)  0.01
H (0.5920, -3.4622, 0.0665)  0.14
H (1.5786, -3.1988, -1.1849)  0.13
H (2.5631, -4.6089, 0.4914)  0.14
H (2.4682, -3.2549, 1.6142)  0.14
H (4.0569, -3.2343, -1.0157)  0.14
H (4.7401, -3.5582, 0.5788)  0.15

The HOMO energy comes out at -16.100 eV. For the HOMO-LUMO gap, the calculation gives 8.55 eV. Its LUMO energy is -7.6 eV. The net charge is +2.


[2]
The following is a quantum chemistry calculation of C15H18BBrClN4O5P in the gas phase in a non-equilibrium geometry, from the OMol25 dataset.

Each line ends with the Löwdin charge.
Geometry (Å):
C (0.7471, -3.0768, 1.6671)  0.03
C (-0.2836, -3.5950, 0.6673)  -0.43
O (-0.5896, -4.7517, 0.7173)  0.16
O (-0.9188, -2.7530, -0.2653)  0.06
C (-0.4454, -2.8807, -1.5608)  -0.40
O (0.0378, -3.8908, -1.9913)  0.16
C (-0.5345, -1.6139, -2.4616)  0.01
C (-0.3510, -0.3735, -1.5700)  -0.10
C (-1.4977, 0.4595, -1.2592)  -0.17
C (-2.9041, 0.2253, -1.7903)  -0.21
C (-3.9474, -0.2880, -0.7347)  -0.70
C (-3.3984, -0.5118, 0.6925)  -0.16
Br (-4.6991, -1.9952, -1.3612)  0.68
C (-1.2776, 1.5554, -0.4550)  -0.48
Cl (-2.6107, 2.6444, -0.0779)  0.75
C (0.0052, 1.8712, 0.0977)  -0.22
N (0.1074, 2.9638, 0.9016)  0.11
C (1.3216, 3.1516, 1.3819)  -0.39
P (1.5221, 4.6223, 2.5332)  0.83
N (3.1918, 4.7182, 3.0292)  -0.20
O (0.6699, 4.2309, 3.9083)  -0.31
C (2.4280, 2.2988, 1.0436)  -0.12
N (2.3818, 1.2578, 0.2399)  0.15
C (1.1106, 1.0553, -0.2140)  -0.17
C (0.8943, -0.0683, -1.0822)  0.00
B (2.1653, -0.9601, -1.4723)  -0.56
N (2.7551, -0.8024, -2.8043)  0.16
O (2.7358, -1.8955, -0.6259)  0.14
H (1.7805, -3.2004, 1.3211)  0.08
H (0.5853, -2.0360, 1.9891)  0.09
H (0.6393, -3.7119, 2.5591)  0.09
H (-1.5402, -1.6623, -2.9025)  0.11
H (0.2049, -1.6453, -3.2698)  0.13
H (-3.2645, 1.2091, -2.1399)  0.10
H (-2.9331, -0.4114, -2.6843)  0.07
H (-4.7629, 0.4473, -0.6879)  0.08
H (-2.5012, -1.1427, 0.6410)  0.06
H (-4.1767, -1.0661, 1.2463)  0.07
H (-3.2416, 0.4178, 1.2555)  0.05
H (3.4228, 3.8202, 3.4650)  0.02
H (3.7222, 4.8049, 2.1601)  0.02
H (0.5749, 3.2695, 3.9800)  0.05
H (3.4024, 2.5348, 1.4897)  0.09
H (3.4373, -0.0450, -2.8046)  0.08
H (3.2956, -1.6322, -3.0472)  0.08
H (2.7390, -1.5480, 0.2753)  0.09

The HOMO energy comes out at -8.838 eV. For the HOMO-LUMO gap, the calculation gives 7.62 eV. Its LUMO energy is -1.2 eV. Its SMILES is CC(=O)OC(=O)Cc1c(C[C@H](C)Br)c(Cl)c2nc(P(N)O)cnc2c1B(N)O.


[3]
The following is a quantum chemistry calculation of a molecular structure, C15H18BF6FeN4O7S3Se3Te in a non-equilibrium geometry, from the OMol25 dataset.

Each line ends with the Löwdin charge.
Geometry (Å):
Fe (-0.0352, 0.5408, -2.3777)  0.51
F (0.6791, -1.5546, 2.5876)  0.09
C (1.8826, -1.8461, 3.1196)  -0.65
F (2.6869, -0.7208, 2.9373)  0.03
F (1.7000, -1.9694, 4.4505)  0.07
S (2.8665, -3.3719, 2.4519)  0.85
O (-0.6995, 1.3123, -0.7623)  -0.06
O (3.6041, -3.7673, 3.6944)  -0.52
N (1.9058, -4.5649, 2.0333)  -0.44
S (0.6437, -4.6878, 1.0179)  0.56
O (0.0437, -3.4269, 0.6217)  -0.31
O (0.9543, -5.6605, 0.0448)  -0.30
C (-0.6472, -5.4434, 2.1572)  -0.60
F (-0.8662, -4.3972, 3.0047)  0.09
F (-0.1913, -6.5447, 2.7982)  0.12
F (-1.7688, -5.7655, 1.4729)  0.11
Se (-5.2480, 3.1824, -1.3717)  -0.24
Se (-5.3731, 3.8907, -3.5622)  -0.35
Te (-3.2384, 4.0372, -4.6576)  0.16
Se (-1.1990, 2.6181, -4.7049)  -0.28
N (-1.2334, -5.1491, -1.8151)  0.20
C (-2.0479, -4.6430, -2.7133)  -0.50
O (-2.6628, -5.2701, -3.5782)  0.02
C (-2.2488, -3.1119, -2.5043)  -0.08
C (-3.5157, -2.5259, -2.5729)  -0.01
C (-3.6439, -1.1801, -2.2818)  -0.04
C (-2.5166, -0.3877, -2.0781)  -0.07
N (-1.2551, -0.9647, -2.1738)  -0.05
C (-1.1348, -2.2783, -2.2342)  -0.06
H (-1.0129, -6.1206, -1.8152)  0.11
H (-0.8611, -4.6510, -1.0137)  0.05
H (-4.3329, -3.2229, -2.8738)  0.13
H (-4.6448, -0.7275, -2.2236)  0.11
H (-2.6491, 0.7014, -1.8657)  0.11
H (-0.1230, -2.6580, -2.2800)  0.13
S (1.9876, -0.0804, -3.1221)  0.57
C (2.7607, 1.3580, -2.9454)  -0.87
N (3.2540, 2.4397, -2.8775)  0.05
C (3.1660, 3.0624, 1.4370)  -0.01
C (1.8357, 3.2855, 0.7000)  -0.43
C (1.9881, 4.3570, -0.3970)  -0.03
O (1.4887, 2.0996, -0.0690)  0.10
B (0.1235, 1.9122, 0.0968)  -0.93
O (-0.3563, 2.4799, 1.2738)  0.14
C (0.5846, 3.4528, 1.7085)  -0.43
C (-0.0807, 4.8330, 1.6549)  -0.03
C (0.9026, 3.1359, 3.2277)  -0.02
H (3.9617, 2.9430, 0.6442)  0.11
H (3.0934, 2.2102, 2.0554)  0.06
H (3.3265, 3.9983, 1.9671)  0.08
H (2.7349, 3.9980, -1.1414)  0.06
H (2.2755, 5.3661, -0.0297)  0.09
H (1.0416, 4.4956, -0.9096)  0.09
H (-0.4240, 5.1458, 0.6564)  0.09
H (0.6195, 5.6288, 1.9574)  0.09
H (-0.9574, 4.8575, 2.2785)  0.07
H (1.2183, 2.1145, 3.4350)  0.07
H (-0.0230, 3.3693, 3.8272)  0.09
H (1.6609, 3.8659, 3.6403)  0.09

The HOMO energy (spin up / spin down) comes out at -2.993 / -2.604 eV. For the HOMO-LUMO gap (spin up / spin down), the calculation gives 6.46 / 4.80 eV. Its LUMO energy (spin up / spin down) is 3.5 / 2.2 eV. As for the spin multiplicity: 6. The calculation puts the energy relative to the best compared isomer or geometry (same formula, charge and spin) at 0.00 kcal per mole. The net charge is -2.


[4]
The following is a quantum chemistry calculation of C15H18BrN3O3 in the gas phase in a non-equilibrium geometry, from the OMol25 dataset.

Each line ends with the Löwdin charge.
Geometry (Å):
C (2.3309, 1.9350, -1.2946)  -0.04
C (2.5855, 0.6312, -0.6340)  -0.37
N (1.6679, -0.3109, -0.5187)  0.14
N (2.2345, -1.3348, 0.1263)  -0.09
C (1.4883, -2.5385, 0.4278)  -0.03
C (0.0917, -2.4077, -0.0755)  -0.27
C (-0.5854, -3.0525, -1.0705)  0.00
C (-1.8663, -2.4611, -1.1187)  0.02
C (-1.8703, -1.4785, -0.1636)  -0.16
C (-2.9782, -0.5707, 0.2038)  -0.39
O (-4.1350, -0.9480, 0.1030)  0.07
N (-2.6547, 0.6593, 0.6709)  -0.04
C (-1.3860, 1.3428, 0.5389)  -0.11
C (-1.5500, 2.5136, -0.4418)  -0.19
O (-2.5745, 3.3917, -0.0414)  -0.13
C (-3.8093, 2.7163, 0.0571)  -0.18
C (-3.7236, 1.5612, 1.0575)  -0.11
O (-0.6845, -1.4616, 0.4812)  0.07
C (3.5240, -1.0867, 0.4455)  -0.30
C (4.3936, -2.0480, 1.1626)  -0.02
C (3.7786, 0.1840, -0.0378)  -0.60
Br (5.4099, 1.1238, 0.0829)  0.75
H (3.1409, 2.1707, -1.9829)  0.07
H (2.2787, 2.7304, -0.5509)  0.08
H (1.3910, 1.8928, -1.8369)  0.07
H (1.9680, -3.4000, -0.0476)  0.14
H (1.4866, -2.6873, 1.5153)  0.14
H (-0.2197, -3.8488, -1.6856)  0.11
H (-2.6765, -2.7086, -1.7721)  0.12
H (-0.6018, 0.6802, 0.1793)  0.10
H (-1.1017, 1.7350, 1.5220)  0.14
H (-0.6362, 3.1081, -0.4798)  0.12
H (-1.7679, 2.1138, -1.4450)  0.13
H (-4.5392, 3.4583, 0.3830)  0.13
H (-4.1027, 2.3226, -0.9278)  0.13
H (-4.6563, 0.9967, 1.0749)  0.12
H (-3.5031, 1.9552, 2.0551)  0.13
H (5.3782, -1.6109, 1.3076)  0.06
H (3.9738, -2.2967, 2.1375)  0.09
H (4.5008, -2.9714, 0.5930)  0.09

The HOMO energy comes out at -8.776 eV. For the HOMO-LUMO gap, the calculation gives 9.33 eV. Its LUMO energy is 0.5 eV. The calculation puts the energy relative to the best compared isomer or geometry (same formula, charge and spin) at 0.00 kcal per mole. Its SMILES is Cc1nn(Cc2ccc(C(=O)N3CCOCC3)o2)c(C)c1Br.


Number 1: E_tot -1289.6978 hartree. Number 2: E_tot -4578.1504 hartree. Number 3: E_tot -11882.9931 hartree. Number 4: E_tot -3546.3733 hartree.